No. 1
{"formula": "C5H14N3S2", "method": "ωB97M-V with the def2-TZVPD basis set", "symbols": ["C", "C", "C", "N", "C", "N", "S", "C", "N", "S", "H", "H", "H", "H", "H", "H", "H", "H", "H", "H", "H", "H", "H", "H"], "positions_angstrom": [[-0.430866, -2.317453, 0.334182], [-0.480376, -1.178410, -0.657926], [0.646441, -1.235435, -1.658298], [-0.668481, 0.118895, 0.036385], [-1.886152, 0.723609, 0.025373], [-1.714136, 2.279454, 0.006590], [-3.338920, 0.070780, -0.180240], [0.684466, 0.915937, 0.380815], [0.317453, 1.834853, 1.456200], [1.122584, 1.955749, -1.189848], [0.376987, -2.130787, 1.227404], [-1.457837, -2.521189, 0.845733], [-0.248515, -3.258212, -0.247134], [-1.422807, -1.203854, -1.157466], [1.646717, -1.105350, -1.241091], [0.564215, -0.337491, -2.394472], [0.397770, -2.246758, -2.247011], [-1.737003, 2.484542, -0.939553], [-2.607880, 2.640318, 0.307403], [-0.879598, 2.474617, 0.500375], [1.268813, 0.037873, 0.677559], [-0.008237, 1.364279, 2.286910], [0.968630, 2.535686, 1.799019], [2.290825, 1.484057, -1.073197]], "forces_ev_per_a": [[-0.204, -1.071, 2.390], [-0.485, 0.104, 1.209], [-1.081, 0.345, -2.744], [1.436, 2.501, 0.468], [1.667, -0.081, -0.498], [-3.424, -2.863, -0.052], [-0.270, 0.263, 0.140], [-3.258, -0.041, -0.799], [0.430, -0.081, 0.346], [-1.641, -0.427, 1.893], [-1.788, -0.688, -2.348], [1.769, 0.715, -0.765], [0.333, 0.729, 0.820], [-0.504, -0.699, -0.841], [-0.028, -0.843, 0.012], [-0.070, -1.856, 0.985], [1.309, 2.255, 1.229], [0.591, 0.702, -2.648], [-0.127, 0.440, 0.974], [1.744, 1.141, 1.711], [0.794, 0.756, -0.477], [-0.164, -0.500, 0.099], [0.509, -0.280, -0.766], [2.461, -0.522, -0.337]], "smiles": "CC(C)N(C([NH3+])=S)[C@H](N)S", "total_charge": 1, "homo_lumo_gap_ev": 9.23, "total_energy_ev": -31544.3491, "mol_weight_g_mol": 180.322}

No. 2
{"formula": "C4H7NO", "method": "ωB97M-V with the def2-TZVPD basis set", "symbols": ["C", "N", "C", "C", "C", "O", "H", "H", "H", "H", "H", "H", "H"], "positions_angstrom": [[-1.727753, 0.420927, -0.205388], [-0.377992, -0.057094, -0.040455], [0.169050, -1.339470, -0.168424], [1.870800, 0.011465, 0.122670], [0.643465, 0.815442, 0.174538], [0.585995, 1.980376, 0.504318], [-1.918946, 1.112416, 0.619421], [-1.818948, 0.974834, -1.147195], [-2.448963, -0.396660, -0.182200], [-0.444929, -1.981494, -0.846163], [0.501152, -1.926308, 0.668095], [2.342859, 0.090988, 1.124927], [2.624207, 0.294577, -0.624145]], "forces_ev_per_a": [[-0.207, 0.009, 0.012], [0.248, 0.499, 0.220], [0.733, 0.359, -0.169], [-0.227, -0.752, -0.248], [-0.107, 0.493, 0.513], [-0.436, 0.134, -0.197], [-0.179, -0.045, -0.119], [-0.085, -0.113, 0.148], [0.125, 0.044, 0.034], [1.235, 0.478, -0.291], [-0.386, 0.172, 0.730], [-0.166, -0.720, -0.474], [-0.548, -0.558, -0.160]], "homo_lumo_gap_ev": [8.68, 8.67], "total_energy_ev": -7795.8402, "mol_weight_g_mol": 85.106}

No. 3
{"formula": "C4H8N2O", "method": "ωB97M-V with the def2-TZVPD basis set", "symbols": ["N", "C", "O", "C", "N", "C", "C", "H", "H", "H", "H", "H", "H", "H", "H"], "positions_angstrom": [[1.748617, -0.095800, -1.263378], [1.562447, -0.740706, -0.084671], [2.145831, -1.764156, 0.226846], [0.567022, -0.079370, 0.861101], [-0.402990, 0.763432, 0.177566], [-1.747412, 0.721959, 0.729806], [-1.440108, 0.050352, -0.553813], [2.412412, -0.477106, -1.918725], [1.258370, 0.761246, -1.466298], [0.106766, -0.893596, 1.440942], [1.132816, 0.545964, 1.562783], [-1.907460, 0.077471, 1.594529], [-2.293842, 1.660904, 0.750661], [-1.399305, -1.038597, -0.564662], [-1.743168, 0.507999, -1.492680]], "forces_ev_per_a": [[0.057, -0.049, -0.021], [0.089, -0.030, 0.047], [-0.141, 0.296, -0.118], [0.025, -0.120, 0.112], [0.134, 0.034, 0.003], [-0.175, 0.068, 0.179], [-0.113, -0.159, -0.202], [-0.081, 0.070, 0.081], [0.038, -0.130, 0.067], [0.024, 0.082, -0.113], [-0.057, -0.130, -0.076], [0.044, 0.131, -0.131], [0.113, -0.127, -0.043], [-0.003, 0.154, 0.054], [0.046, -0.089, 0.159]], "smiles": "NC(=O)CN1CC1", "homo_lumo_gap_ev": 10.73, "total_energy_ev": -9304.7576, "mol_weight_g_mol": 100.121}

No. 4
{"formula": "C22H28N4O6", "method": "ωB97M-V with the def2-TZVPD basis set", "symbols": ["C", "C", "C", "N", "C", "H", "H", "H", "H", "H", "C", "C", "C", "N", "C", "H", "H", "H", "H", "H", "C", "C", "C", "N", "C", "H", "H", "H", "H", "H", "C", "C", "C", "N", "C", "H", "H", "H", "H", "H", "O", "C", "O", "C", "C", "O", "H", "H", "H", "H", "O", "C", "O", "C", "C", "O", "H", "H", "H", "H"], "positions_angstrom": [[-1.095428, 0.467862, -3.313696], [-0.198559, -0.614697, -3.136220], [-0.800586, -1.719241, -3.718940], [-2.052631, -1.326164, -4.142421], [-2.200952, 0.001266, -3.956777], [-0.922829, 1.510916, -3.071202], [0.764066, -0.649229, -2.633569], [-0.558748, -2.757571, -3.881423], [-2.696449, -1.779947, -4.706086], [-3.070446, 0.548966, -4.296320], [2.372174, -3.532100, -0.342358], [1.575315, -3.924809, 0.745795], [0.255201, -3.631972, 0.477147], [0.206852, -2.920320, -0.707653], [1.516281, -2.936010, -1.191334], [3.381807, -3.798289, -0.567826], [1.978351, -4.404581, 1.683139], [-0.608508, -3.783794, 1.185260], [-0.646942, -2.715656, -1.325550], [1.639987, -2.501730, -2.158560], [-0.583761, 1.706844, 0.798368], [0.120453, 1.902875, 2.021721], [0.856295, 0.732994, 2.214546], [0.443293, -0.183574, 1.306049], [-0.391277, 0.371768, 0.439362], [-0.934529, 2.462412, 0.132444], [0.189830, 2.754560, 2.766306], [1.474111, 0.520580, 3.011631], [0.909889, -1.062117, 1.330586], [-0.638208, -0.139881, -0.465878], [-4.630300, -2.197010, 1.129629], [-3.989680, -3.349710, 0.662476], [-3.542836, -3.118181, -0.607038], [-3.812748, -1.824410, -0.907013], [-4.514065, -1.254630, 0.121371], [-5.070155, -2.075761, 2.103874], [-3.916475, -4.300543, 1.175233], [-3.064314, -3.787878, -1.285702], [-3.580958, -1.397893, -1.810721], [-4.847539, -0.263166, 0.027929], [3.764164, 0.533527, 4.590146], [3.960468, 0.259952, 3.447650], [4.174606, 1.223107, 2.499615], [4.058845, 0.669022, 1.211129], [4.307858, -0.828863, 1.487441], [3.921376, -0.999946, 2.871714], [3.049410, 0.845025, 0.725418], [4.829228, 1.042601, 0.506755], [5.367457, -1.097892, 1.418160], [3.701999, -1.445192, 0.816209], [0.303411, 7.963405, -0.392959], [0.099101, 6.853536, -0.007200], [1.063074, 6.018885, 0.291361], [0.604840, 4.701353, 0.508059], [-0.843479, 5.081499, 1.052104], [-1.081328, 6.310076, 0.326416], [0.516483, 4.157071, -0.457944], [1.227581, 4.152226, 1.157840], [-0.785517, 5.169793, 2.121025], [-1.554557, 4.360635, 0.720481]], "forces_ev_per_a": [[0.456, 0.843, 0.220], [-0.001, -0.991, -0.353], [-0.757, -0.021, 0.180], [1.065, 0.890, 0.455], [-0.271, 0.941, 0.342], [-0.010, -0.288, 0.135], [-0.295, 0.327, -0.247], [0.476, 0.082, 0.248], [-0.893, -1.530, -1.044], [0.077, -0.219, 0.038], [-0.303, -0.113, -0.060], [0.055, -1.273, 2.044], [-0.789, 0.321, 1.597], [-0.234, -0.703, -0.661], [-1.697, 1.114, -1.630], [0.436, 0.215, 0.171], [-0.790, 0.526, -1.234], [0.944, 0.316, -1.291], [1.935, -0.346, 1.603], [0.460, -0.005, -0.399], [0.362, -0.906, 0.275], [1.357, 0.083, 0.668], [-2.495, 1.739, -0.138], [1.785, -0.016, 1.524], [-0.559, 1.414, -1.330], [-0.824, 0.079, -0.045], [-0.209, -1.012, -1.450], [1.081, -0.718, 1.472], [-0.338, -0.963, -0.667], [-0.353, -0.110, -0.210], [0.093, 0.904, -0.382], [-0.013, -1.239, 0.131], [0.363, -0.202, 0.380], [-0.169, 0.445, -1.052], [0.394, -0.902, 0.302], [-0.132, 0.161, -0.058], [0.011, 0.155, -0.035], [0.240, -0.140, -0.340], [-0.285, -0.139, 0.850], [-0.320, 1.000, 0.114], [0.280, -0.677, -0.505], [-0.516, 0.090, -0.179], [-0.090, -0.042, 0.296], [-0.073, -0.966, -1.383], [-0.103, 0.168, -0.209], [0.030, 1.479, -0.025], [0.959, -0.030, 0.929], [-0.347, 0.118, 0.689], [-0.184, 0.060, -0.136], [0.113, -0.163, 0.432], [-0.623, -0.182, -0.320], [-0.106, 1.271, 0.585], [2.644, -0.949, -0.230], [-2.808, 0.787, -0.922], [1.986, -0.701, -1.644], [-0.730, -0.382, 0.601], [0.166, 0.359, 0.473], [0.674, -0.249, 0.830], [-0.404, 0.583, 0.467], [-0.722, -0.294, 0.128]], "smiles": "c1cc[nH]c1.c1cc[nH]c1.c1cc[nH]c1.c1cc[nH]c1.O=C1OCCO1.O=C1OCCO1", "homo_lumo_gap_ev": 8.73, "total_energy_ev": -41511.2949, "mol_weight_g_mol": 444.488}

Calculated energy relative to the best compared isomer or geometry (same formula, charge and spin) (kJ/mol), listed in the same order as above: 304.3; 367.1; 157.8; 552.4